The following is a DFT calculation (ωB97M-V/def2-TZVPD) of 18 unconnected molecules or ions with the total composition C37H113N3O18 in a non-equilibrium geometry.

LUMO energy in Eh: 0.015
Max |F| in eV/A: 3.16
HOMO energy in eV: -8.16
Frontier orbital gap in eV: 8.6
Electronic energy in hartree: -2995.78096

The geometry in XYZ format:
```
171
Properties=species:S:1:pos:R:3:forces:R:3:mulliken_charge:R:1
C 4.9665 2.1270 3.5904 -2.2015 -0.6859 0.0725 -0.767
O 4.1837 2.3359 2.4047 -0.1092 -0.3415 1.0654 -0.215
H 4.5518 1.1523 3.9880 0.7323 1.0987 0.1820 0.199
H 6.0269 2.0343 3.4583 0.6717 -0.0481 -0.4448 0.353
H 4.7781 2.9657 4.2837 0.0987 -0.5021 -0.0447 0.242
H 4.7323 2.5370 1.6541 0.6755 0.4823 -0.7458 0.334
C -2.1690 -1.5251 -0.2197 0.0910 0.6641 -2.0470 0.372
O -3.3752 -1.8759 -0.9386 0.2048 -0.0137 0.2416 -0.504
H -2.3096 -1.6875 0.8099 0.1153 -0.3968 1.4217 0.404
H -1.2834 -2.0741 -0.6344 -1.1000 0.0260 0.4373 -0.263
H -1.9222 -0.4641 -0.3858 -0.2574 -0.1284 0.2160 -0.259
H -4.2239 -1.6412 -0.4958 0.7671 0.0369 -0.1125 0.217
C 6.7118 4.0376 0.2994 1.2716 -1.7075 0.4818 -0.728
O 5.7829 2.9526 0.2865 -0.8514 1.1811 0.2894 -0.253
H 7.3958 3.8851 1.1759 -0.1740 0.2966 -0.8479 0.250
H 7.2504 3.9753 -0.6538 0.2200 0.5255 0.3390 0.310
H 6.2571 4.9924 0.4347 -0.7780 0.4391 -0.1242 0.252
H 6.2423 2.1592 0.0308 0.4061 -0.6700 -0.4161 0.247
C 3.3144 -5.9827 5.5757 -0.9511 -0.2120 -0.1132 -0.475
O 2.0207 -6.6206 5.5943 0.4288 0.2072 -0.3705 -0.488
H 3.2294 -5.0300 6.0736 0.1928 0.5371 0.1106 0.246
H 3.9882 -6.6109 6.1278 0.7687 -0.1837 0.0200 0.364
H 3.6484 -5.8205 4.5419 -0.1939 -0.2190 0.3781 0.074
H 1.8941 -6.9027 6.5031 -0.2205 -0.0705 -0.0201 0.293
C -2.4766 -4.2476 3.6842 -0.1028 1.1330 0.1212 -0.249
O -2.8099 -5.5039 3.1573 0.9349 -0.8010 -0.9459 -0.564
H -3.3225 -3.5823 3.4731 0.2773 0.3531 -0.2793 0.102
H -2.4844 -4.2766 4.7906 0.5638 -0.2821 -0.4551 0.325
H -1.5202 -3.7892 3.2706 -1.0872 -0.6695 0.6070 0.021
H -2.2777 -5.6572 2.3401 -0.5368 0.3721 0.9628 0.374
C 2.3082 0.6907 -1.6127 -0.8044 0.3184 -2.2271 -1.373
C 1.0066 0.7367 -0.8412 0.1128 0.8740 1.4808 0.763
C 1.3985 0.4052 0.5960 -0.8950 0.6416 1.0273 0.451
O 0.2714 0.5647 1.5340 1.4817 -0.8317 0.0439 0.350
C 0.4666 -0.3712 2.6249 1.5655 -0.4425 -1.7334 -0.470
N 0.3967 2.0811 -0.9485 1.0038 2.0579 1.2809 0.726
H 2.0765 0.7994 -2.7231 0.3008 -0.4136 1.2810 -0.014
H 2.8146 -0.2605 -1.4179 0.2002 0.3950 -0.1838 0.492
H 2.9221 1.5750 -1.4292 0.1954 -0.2716 0.5188 0.240
H 0.2956 -0.0108 -1.1810 -0.1611 -0.0090 -0.2407 -0.282
H 2.2557 1.0495 0.9007 -0.5224 -0.2446 0.0605 -0.060
H 1.6922 -0.6308 0.6887 0.3200 -0.4075 -0.3190 -0.963
H -0.3985 -0.3380 3.2280 -0.8237 0.1485 0.8772 0.506
H 1.4226 -0.2194 3.2090 -1.0112 0.3135 -0.4724 0.023
H 0.5682 -1.4024 2.1839 -0.2632 0.7117 0.4492 -0.144
H 1.1108 2.8228 -0.6147 -1.0239 -1.6405 -0.9033 0.229
H -0.3690 2.2851 -0.2654 0.4131 -1.0680 -0.8897 -0.549
C -0.8945 7.4040 -0.9727 0.1282 1.7344 -1.0815 -1.724
C -0.5737 6.2246 -1.7713 1.7045 -2.2345 -0.7001 0.545
C 0.8792 5.7700 -1.4344 -0.3461 -0.1810 1.4058 -0.394
O 1.8500 6.8108 -1.5314 -0.0833 -0.9733 -0.5611 -0.464
C 3.0537 6.3799 -0.9217 -0.6418 1.0285 0.3057 -0.931
N -1.5353 5.1919 -1.4606 -0.4988 -0.0612 -0.9559 -0.329
H -0.3714 8.2824 -1.3474 0.0858 0.0999 0.2005 0.368
H -0.6729 7.2712 0.0519 0.2954 -0.2283 1.2278 0.381
H -1.9338 7.5479 -1.0994 -1.2457 0.5097 0.1249 0.484
H -0.6096 6.3546 -2.8672 -0.1974 0.4114 0.4217 0.363
H 1.2163 4.8742 -1.9574 -0.1357 0.0171 -0.6038 0.359
H 0.8312 5.4260 -0.3618 0.0136 0.3400 -0.4368 0.102
H 3.4713 5.4275 -1.2094 -0.4750 -0.7173 -0.1186 0.289
H 2.9177 6.5138 0.1367 0.0021 -0.7639 0.8696 0.372
H 3.8071 7.0832 -1.1356 0.9185 1.1183 -0.7101 0.433
H -1.5193 4.3700 -2.0361 0.2402 -0.0770 -0.3275 -0.050
H -1.6486 4.9107 -0.5179 0.1857 0.0530 1.0483 0.102
C -3.6851 -0.2687 3.1997 0.3099 0.7333 -0.9497 -1.223
C -4.5556 0.3170 2.1291 -0.1236 -0.4236 -1.9534 2.586
C -6.0286 0.3809 2.3892 -0.0666 0.5926 0.1482 -1.255
O -6.6274 0.6152 1.1107 1.1860 0.2633 0.4989 -0.429
C -7.9642 0.9498 1.1123 -1.1074 1.0043 -0.3836 -0.918
N -4.1355 1.6418 1.7310 0.3507 1.6091 0.7582 -0.093
H -3.9567 -1.2952 3.3658 0.2145 -0.4859 0.1842 0.116
H -3.8565 0.3189 4.0763 0.1486 0.2274 0.9752 0.476
H -2.6410 -0.1199 2.8553 -0.4826 -0.4198 0.4143 0.095
H -4.4690 -0.2546 1.1800 0.0674 -0.2588 0.6270 -1.659
H -6.2075 1.1762 3.1398 -0.2458 0.1237 -0.5434 0.317
H -6.4381 -0.4984 2.8064 -0.4806 -1.3829 0.3934 0.676
H -8.4689 0.5136 0.2276 0.3946 0.3822 0.2455 0.238
H -8.0593 2.0673 1.1156 -0.3108 -0.8548 0.0444 0.278
H -8.4413 0.5101 1.9685 -0.5098 0.0030 0.5826 0.386
H -3.9654 2.2367 2.5584 0.0955 -0.3131 -0.3843 0.072
H -4.9322 2.0879 1.2775 0.1984 -0.0324 -0.1819 0.234
C 5.1702 -2.6511 2.5646 1.5473 -0.2341 0.0135 -1.903
C 3.8633 -2.1800 2.1213 -2.7742 0.8701 1.2468 1.504
O 2.9086 -3.2697 2.0609 0.5349 0.5934 0.0965 -0.360
H 5.1273 -3.1293 3.5266 -0.1697 -0.1522 0.5584 0.370
H 5.8067 -1.7555 2.6610 0.0496 -0.4979 0.0119 0.373
H 5.6293 -3.3806 1.8868 -0.0417 0.2364 -0.0515 0.437
H 3.8985 -1.6493 1.1932 0.1947 0.1900 -0.9073 -0.296
H 3.5371 -1.3591 2.8680 0.0737 -1.2272 -0.8552 -0.217
H 2.1165 -3.0534 1.5200 0.5413 0.2263 0.1826 -0.073
C 1.8240 -6.4976 2.1371 -2.2055 -1.2278 -1.7702 -0.960
C 0.5928 -5.6807 2.5247 0.2075 -0.0749 0.9129 0.278
O -0.3139 -5.5627 1.4498 -0.6515 0.0561 -1.2586 -0.644
H 2.1612 -6.1578 1.1485 -0.0307 0.0232 0.3836 0.182
H 1.5800 -7.5782 2.0060 0.0660 0.5987 0.2141 0.436
H 2.6188 -6.4292 2.7915 1.4734 0.2734 1.5237 0.039
H 0.9497 -4.6835 2.7545 -0.1212 0.3385 0.0125 -0.070
H -0.0506 -5.9935 3.3687 1.0635 -0.3752 0.0854 0.451
H -0.5465 -6.4515 1.1435 0.1550 0.2398 -0.0151 0.302
C -7.3282 -0.3966 -2.6778 0.4509 1.4066 -2.6498 -1.367
C -6.1845 -1.1599 -2.1198 0.2724 -1.2634 -0.2638 0.658
O -6.2014 -1.1537 -0.6916 0.4571 0.1048 -0.2957 -0.539
H -7.2771 0.6851 -2.3871 -0.3968 -0.8214 -0.2459 0.274
H -8.2532 -0.8877 -2.4516 -0.6531 0.1214 0.5306 0.366
H -7.2651 -0.4626 -3.8425 -0.0219 0.3631 1.9071 0.388
H -5.1866 -0.8274 -2.5607 -1.1291 -0.5048 0.6787 -0.271
H -6.4364 -2.2166 -2.4017 1.0745 0.6784 0.1796 0.375
H -6.4067 -0.2675 -0.3238 0.3895 -0.6063 -0.2268 0.234
C 7.5645 -1.2023 -1.0544 0.5779 -0.7767 -1.6890 -1.369
C 7.2320 -0.9083 0.3477 -1.5529 -0.8662 1.7420 0.257
O 6.4538 0.3143 0.3620 0.0285 0.0637 0.4849 -0.555
H 8.0164 -0.3799 -1.5737 0.3283 0.6613 -0.1286 0.350
H 6.6845 -1.4732 -1.6455 -0.1766 0.1920 0.2956 0.256
H 8.2435 -2.0541 -1.2148 -0.0924 0.1949 0.5617 0.375
H 8.0612 -0.8363 1.0774 -0.0837 0.0466 -0.6529 0.343
H 6.5860 -1.7854 0.6851 0.7281 1.2548 -0.1219 -0.104
H 6.2102 0.6268 1.2596 0.2861 -0.8083 -0.5582 0.190
C 2.8494 -2.2419 -5.2540 -0.5691 -1.7141 -0.7056 -1.358
C 2.3967 -0.8427 -5.1940 0.1982 1.3278 -0.2992 0.938
O 3.3700 -0.1345 -6.0283 -0.8388 0.8963 0.7937 -0.580
H 2.7480 -2.6711 -6.2641 0.5717 0.4479 0.1150 0.362
H 2.2773 -2.9666 -4.6816 -0.3113 0.2927 0.5852 0.348
H 3.8639 -2.2735 -4.8834 0.3913 -0.1774 -0.1985 0.309
H 2.3366 -0.5343 -4.1432 0.6905 0.3563 -0.1498 -0.471
H 1.4082 -0.5929 -5.5584 -0.4193 -0.5337 -0.4569 0.184
H 3.0779 0.7975 -6.1477 0.2565 -0.9971 0.2162 0.311
C -1.0221 3.0967 3.0263 -1.0704 1.5406 0.2363 0.037
C -1.8305 3.9418 4.0749 0.9619 -2.4615 0.0403 -0.677
O -3.2198 3.9685 3.6973 0.5918 -0.0005 0.7181 -0.491
H -0.9888 2.0443 3.2955 0.1709 0.1291 -0.1811 -0.183
H -0.0488 3.5468 2.8371 0.2879 -0.3765 0.4468 0.582
H -1.5305 3.2424 2.0755 -0.2076 -0.3897 -0.1893 -0.268
H -1.4508 4.9355 4.1649 0.2595 0.7846 -0.0597 0.425
H -1.6466 3.4032 5.0600 -0.6367 0.8079 -0.7895 0.284
H -3.6353 4.4385 4.4290 -0.3900 -0.0390 -0.2315 0.268
C 2.6284 -3.0546 -1.3030 0.6852 -2.0734 -1.4236 -0.064
C 1.6067 -3.9620 -0.6992 0.2891 0.7269 1.1057 0.360
O 0.8129 -3.1350 0.1798 0.2130 -0.3948 -0.0570 0.165
H 3.4771 -3.6494 -1.6788 -0.2452 0.0388 -0.0268 0.516
H 3.0522 -2.4211 -0.5998 0.5514 1.3917 1.3542 -0.552
H 2.2438 -2.5316 -2.1545 -0.3316 0.6025 -0.3034 -0.085
H 2.0194 -4.8177 -0.1657 0.2913 0.3285 0.2160 -0.742
H 0.9988 -4.3810 -1.4411 -1.1474 -0.5335 -1.2766 0.735
H 0.1497 -3.7224 0.5581 -0.3456 -0.1767 0.1711 -0.210
C -2.0678 1.9033 -5.0452 -0.8183 -1.0617 0.4347 -0.702
C -0.6948 2.1786 -4.4306 0.4844 -0.3335 -1.4407 0.168
O -0.8468 2.9669 -3.3055 -0.3766 0.9285 0.1969 -0.349
H -2.6428 2.7700 -5.3915 0.5419 0.1319 0.1000 0.292
H -2.6821 1.4582 -4.2382 0.2380 0.1516 -0.3963 -0.195
H -2.0873 1.1495 -5.8568 0.4216 0.4256 0.2509 0.373
H -0.0534 2.6945 -5.1960 -0.3087 -0.2744 0.5514 0.243
H -0.1840 1.2150 -4.2079 -0.3160 0.3537 0.0154 -0.088
H -0.3659 2.6766 -2.5069 0.3599 -0.6122 0.0895 0.261
C -4.0775 2.7621 -2.3707 -0.9065 -1.1114 -0.2861 -1.525
C -3.5360 1.5923 -1.5350 0.1945 -0.2918 0.8381 2.779
O -2.5736 2.0387 -0.5577 0.0764 0.1436 -0.5996 0.017
H -4.8217 3.3664 -1.8427 -0.1998 -0.3763 -0.0091 0.347
H -4.4706 2.3694 -3.3409 -0.1405 0.3363 0.8171 0.385
H -3.3288 3.4624 -2.6401 1.0760 0.3518 -0.1624 0.234
H -3.0337 0.8195 -2.1748 -0.3254 0.7170 0.4201 -1.576
H -4.3318 1.0358 -0.9602 0.3787 0.5305 -0.7776 -0.518
H -2.9772 2.0641 0.3314 -0.2564 -0.4080 -0.1301 0.074
C -1.8409 -2.1667 -3.8985 -1.7177 1.0597 -0.0950 -0.076
C -3.0700 -3.0563 -4.1890 0.2621 -0.5707 0.3620 -0.583
O -3.7521 -3.5743 -3.0317 0.8616 0.8566 -0.0919 -0.576
H -2.1168 -1.2522 -3.2916 0.2028 -0.8739 -0.7268 -0.266
H -1.4137 -1.8502 -4.8661 0.0488 -0.1126 0.5040 0.379
H -1.1695 -2.7400 -3.3176 1.1212 -0.5270 0.5172 0.041
H -2.6910 -3.9590 -4.7344 -0.5486 0.8003 0.0757 0.342
H -3.7871 -2.4825 -4.7848 0.0533 -0.2138 -0.2635 0.278
H -3.5864 -2.9380 -2.2913 -0.2360 -0.5160 -0.3892 0.448
```
Forces are in eV/Å.